Molecular formula: C6H11N4O
Method: DFT, ωB97M-V with the def2-TZVPD basis set

Geometry as XYZ:
```
22
Properties=species:S:1:pos:R:3:forces:R:3
C -1.686 -0.556 0.005 -0.89 -1.68 -1.88
C 0.415 -1.453 -0.209 2.98 1.55 0.63
C -1.363 0.825 -0.029 2.13 2.78 2.22
C 2.645 -1.170 0.389 1.16 -0.68 0.35
C 0.173 1.249 0.277 -0.05 -2.76 1.13
C -3.148 -0.809 -0.054 -0.81 -3.34 1.44
N -0.863 -1.533 -0.190 -0.57 -0.91 0.47
N 1.546 -1.866 0.057 -3.80 -0.65 -0.74
N 0.976 0.556 -0.694 -2.03 -1.11 -2.18
N 2.253 0.403 -0.483 3.72 -0.53 2.18
O 0.344 2.584 0.254 0.22 1.21 0.36
H -1.671 1.147 -1.035 0.20 0.31 0.27
H -2.027 1.315 0.747 0.74 -0.08 -1.02
H 2.562 -0.903 1.449 0.53 0.17 -0.21
H 3.605 -1.766 0.139 -1.29 1.71 0.07
H 0.643 0.855 1.229 -1.61 0.63 0.15
H -3.482 -0.956 1.055 0.31 0.60 -1.77
H -3.306 -1.898 -0.477 0.07 2.36 0.49
H -3.738 -0.014 -0.550 0.41 -0.56 0.39
H 2.905 1.003 0.082 -1.50 0.17 -0.17
H 2.783 0.189 -1.294 0.08 0.06 -1.38
H 0.436 2.795 -0.669 -0.01 0.76 -0.80
```
Positions in Å, forces in eV/Å.

Results
Energy relative to the best compared isomer or geometry (same formula, charge and spin), kcal per mole: 95.0
HOMO energy, eV: -13.2
Orbital gap, eV: 8.694
LUMO, eV: -4.50
2S+1: 1
Net charge: +1

Charges in e, computed with Mulliken, in the same order as the atoms: atom 1 (C): 0.73, atom 2 (C): 0.62, atom 3 (C): -0.55, atom 4 (C): -0.37, atom 5 (C): -0.17, atom 6 (C): -1.20, atom 7 (N): -0.45, atom 8 (N): -0.27, atom 9 (N): -0.54, atom 10 (N): -0.24, atom 11 (O): -0.49, atom 12 (H): 0.38, atom 13 (H): 0.39, atom 14 (H): 0.31, atom 15 (H): 0.31, atom 16 (H): 0.41, atom 17 (H): 0.31, atom 18 (H): 0.37, atom 19 (H): 0.38, atom 20 (H): 0.35, atom 21 (H): 0.33, atom 22 (H): 0.38

Molecular formula: C4H12
Method: DFT, ωB97M-V with the def2-TZVPD basis set

Geometry as XYZ:
```
16
Properties=species:S:1:pos:R:3:forces:R:3
C -0.132 1.657 -1.747 -0.93 0.20 0.05
C 0.703 2.130 -0.551 0.01 -0.50 -0.56
H 0.406 0.949 -2.376 0.29 0.28 -0.10
H -1.066 1.127 -1.511 0.26 0.15 0.43
H -0.456 2.518 -2.336 0.14 -0.12 -0.22
H 0.159 2.630 0.249 -0.26 -0.21 -0.10
H 1.421 2.859 -0.927 0.29 -0.17 0.16
H 1.213 1.244 -0.167 0.21 0.37 0.35
C 0.072 -1.338 0.825 -0.27 0.33 -0.12
C -0.642 -2.552 1.518 0.69 1.51 -0.83
H 0.339 -1.333 -0.239 0.77 -1.34 0.24
H -0.572 -0.460 0.652 -0.27 -0.11 1.33
H 0.889 -1.089 1.500 0.32 0.52 -0.69
H -1.688 -2.310 1.362 -0.35 -1.01 0.36
H -0.299 -3.529 1.184 -0.38 0.04 -0.42
H -0.346 -2.505 2.565 -0.51 0.06 0.11
```
Positions in Å, forces in eV/Å.

Results
Energy relative to the best compared isomer or geometry (same formula, charge and spin), kcal per mole: 15.3
Structure (SMILES): CC.CC
HOMO energy, eV: -11.5
Orbital gap, eV: 12.581
LUMO, eV: 1.10
2S+1: 1

Charges in e, computed with Mulliken, in the same order as the atoms: atom 1 (C): -0.89, atom 2 (C): -0.74, atom 3 (H): 0.27, atom 4 (H): 0.28, atom 5 (H): 0.33, atom 6 (H): 0.26, atom 7 (H): 0.32, atom 8 (H): 0.19, atom 9 (C): -0.80, atom 10 (C): -0.84, atom 11 (H): 0.35, atom 12 (H): 0.21, atom 13 (H): 0.28, atom 14 (H): 0.25, atom 15 (H): 0.29, atom 16 (H): 0.25

Molecular formula: C35H69Br2F8N9O10P2
Method: DFT, ωB97M-V with the def2-TZVPD basis set

Geometry as XYZ:
```
135
Properties=species:S:1:pos:R:3:forces:R:3
C 0.735 -2.387 4.219 0.65 0.09 -0.29
C 1.749 -2.271 3.031 0.73 0.46 2.44
O 1.265 -1.609 1.876 -0.96 -0.90 -0.21
C 0.898 -2.430 0.751 0.93 -0.46 -0.11
C 0.165 -3.769 1.130 0.01 -1.03 1.00
Br -1.291 -4.343 -0.099 0.14 0.40 0.22
C 1.047 -5.061 1.281 -0.99 -0.75 1.03
C 0.442 -5.932 2.445 -0.50 0.36 -0.85
N 2.173 -2.765 0.146 -0.79 0.89 -0.69
C 2.273 -2.976 -1.266 0.71 1.14 -0.23
C 1.774 -4.304 -1.868 -0.02 -1.97 -0.64
O 2.489 -5.275 -1.630 1.18 -0.07 1.02
O 0.762 -4.397 -2.598 -1.30 2.00 0.03
C 1.712 -1.711 -2.001 2.86 -0.95 -0.28
C 2.634 -0.555 -1.587 0.45 0.53 1.32
O 2.105 0.755 -1.937 -0.29 -0.71 -0.50
N 2.634 1.711 -1.064 -0.36 0.49 0.48
O 1.937 2.648 -1.003 0.44 -0.27 -0.29
C 2.002 -2.052 -3.498 -0.53 0.62 -1.04
C 2.350 -0.878 -4.422 0.68 0.20 0.15
O 1.603 -0.479 -5.245 -1.79 0.53 -0.95
O 3.599 -0.283 -4.383 0.01 -0.69 1.48
N 0.286 -1.591 -1.630 -1.56 -1.03 -0.29
C -0.481 -0.664 -2.496 -1.29 1.53 -1.27
C -1.901 -1.186 -2.856 0.48 -0.31 -0.12
O -1.967 -1.479 -4.267 -0.56 0.00 0.63
C -2.929 -2.503 -4.433 0.08 -1.19 -0.17
C -3.494 -2.560 -5.860 1.75 0.35 0.00
F -2.429 -2.747 -6.692 -0.17 0.19 -0.05
F -4.254 -3.655 -6.017 -0.54 0.32 0.41
C -4.207 -1.247 -6.353 0.14 -0.97 -0.25
F -3.287 -0.449 -6.906 0.00 0.37 0.49
F -5.049 -1.601 -7.349 -0.24 0.12 0.32
C -5.006 -0.468 -5.265 -0.89 0.44 -0.97
F -4.199 0.226 -4.438 0.16 -0.60 0.33
F -5.712 0.478 -5.927 0.05 -0.12 -0.33
C -6.056 -1.300 -4.459 -0.44 0.70 1.11
F -6.585 -2.310 -5.161 0.35 -0.04 -0.21
F -7.074 -0.443 -4.159 0.21 -0.12 -0.01
C 0.061 -1.397 -0.129 1.25 1.17 0.92
C -1.408 -1.125 0.288 -1.39 0.96 -0.70
Br -1.885 -1.435 2.183 0.30 -0.35 -0.42
C -1.911 0.364 0.109 -0.36 -0.08 0.99
C -1.077 1.417 0.906 0.43 -0.40 -0.83
H 0.124 -3.300 4.180 -0.15 0.56 -0.08
H 0.156 -1.454 4.251 -0.11 -0.51 0.03
H 1.305 -2.439 5.166 -0.10 -0.03 -0.50
H 2.546 -1.609 3.458 -0.54 -0.49 -0.75
H 2.246 -3.247 2.902 -0.33 0.31 -0.58
H -0.351 -3.700 2.098 0.02 0.53 -0.61
H 0.925 -5.694 0.390 0.85 0.56 0.08
H 2.093 -4.889 1.556 -0.24 0.20 -0.59
H 1.071 -6.806 2.669 -0.12 0.45 0.05
H -0.530 -6.315 2.085 0.30 0.07 0.32
H 0.232 -5.320 3.339 0.34 -0.41 -0.16
H 2.904 -3.097 0.748 -0.21 -0.19 -0.03
H 3.350 -2.936 -1.519 -0.45 -0.28 0.23
H 2.819 -0.498 -0.499 -0.40 -0.48 -0.41
H 3.633 -0.734 -2.021 -0.63 0.18 -0.23
H 1.109 -2.535 -3.931 0.55 0.16 0.06
H 2.842 -2.758 -3.630 -0.43 0.13 0.64
H 3.448 0.675 -4.396 0.05 -0.22 -0.49
H -0.127 -2.538 -1.829 0.72 -0.16 -0.27
H -0.046 -0.485 -3.497 0.49 -0.63 0.61
H -0.494 0.352 -2.070 0.01 -0.65 0.18
H -2.694 -0.451 -2.645 0.29 -0.32 0.25
H -2.075 -2.150 -2.334 -0.09 0.57 0.10
H -3.778 -2.473 -3.724 0.37 0.32 -0.16
H -2.416 -3.474 -4.258 -0.42 0.28 -0.18
H -5.689 -1.652 -3.480 0.18 -0.08 -0.52
H 0.561 -0.424 0.054 0.00 -0.63 0.07
H -2.135 -1.743 -0.258 0.56 -0.04 0.37
H -2.915 0.366 0.572 0.35 -0.14 -0.42
H -2.105 0.631 -0.939 0.43 -0.01 0.39
H -1.683 1.968 1.636 0.18 -0.16 -0.37
H -0.615 2.116 0.190 -0.17 -0.03 0.46
H -0.259 0.907 1.448 -0.33 0.31 -0.08
C -5.727 6.427 -0.048 -0.07 -0.35 0.38
N -4.887 5.894 -1.105 -0.60 0.91 0.46
C -3.712 6.730 -1.345 0.21 -0.38 -0.77
P -4.707 4.256 -1.549 -5.42 1.69 4.10
O -3.770 3.804 -0.439 2.10 -0.47 -2.90
N -5.993 3.139 -1.144 -0.70 -0.97 0.03
C -7.019 3.424 -0.151 0.03 0.47 0.14
C -5.518 1.763 -0.982 0.28 0.14 0.01
N -5.560 4.634 -3.048 4.19 -0.91 -2.47
C -6.936 5.030 -3.147 -0.42 0.21 0.70
C -5.191 3.742 -4.146 -0.11 -0.25 0.12
H -5.887 7.496 -0.208 0.21 -0.01 -0.07
H -5.293 6.288 0.952 -0.09 0.06 0.05
H -6.726 5.994 -0.054 0.09 -0.14 -0.03
H -3.757 7.156 -2.354 0.09 0.06 0.02
H -2.787 6.153 -1.263 0.04 0.06 0.07
H -3.633 7.554 -0.636 -0.21 -0.12 0.10
H -6.626 3.972 0.712 -0.09 -0.04 0.07
H -7.456 2.505 0.244 0.16 -0.12 -0.19
H -7.849 3.985 -0.590 0.06 0.17 0.07
H -5.107 1.584 0.019 0.09 -0.07 -0.03
H -4.736 1.532 -1.711 0.01 0.02 0.03
H -6.336 1.059 -1.157 -0.09 0.13 0.00
H -7.618 4.170 -3.102 0.07 -0.06 0.10
H -7.099 5.534 -4.105 0.23 -0.08 -0.05
H -7.227 5.747 -2.381 0.15 -0.07 0.13
H -5.704 2.771 -4.068 -0.05 -0.01 -0.14
H -4.114 3.556 -4.138 -0.01 0.00 -0.01
H -5.429 4.185 -5.116 -0.07 0.01 0.05
C 6.193 0.006 2.732 0.23 -0.43 0.05
N 5.536 0.365 3.976 0.22 0.25 -1.23
C 4.104 0.584 3.794 -0.10 0.45 0.78
P 5.997 -0.089 5.557 4.73 -1.05 -5.06
O 5.454 -1.510 5.563 -2.08 1.57 2.49
N 7.662 -0.541 5.836 1.04 -0.21 0.49
C 8.583 -0.907 4.769 -0.22 0.10 -0.44
C 7.817 -1.469 6.962 -0.33 -0.05 -0.01
N 6.445 1.596 5.837 -3.64 0.41 3.32
C 7.519 2.285 5.181 0.37 -0.35 -0.66
C 6.359 1.991 7.243 0.16 -0.19 0.03
H 5.879 0.689 1.938 -0.19 -0.01 0.10
H 5.970 -1.023 2.414 0.07 0.01 -0.10
H 7.274 0.122 2.786 -0.03 -0.09 0.15
H 3.859 1.631 4.006 -0.13 -0.02 -0.02
H 3.521 -0.046 4.472 -0.07 0.02 -0.03
H 3.763 0.359 2.783 0.27 -0.08 -0.04
H 8.097 -1.487 3.976 0.12 -0.05 -0.03
H 9.400 -1.526 5.143 -0.12 0.05 0.25
H 9.054 -0.021 4.333 -0.11 0.00 -0.16
H 7.629 -2.508 6.667 -0.06 -0.03 0.10
H 7.124 -1.222 7.770 -0.01 -0.04 -0.04
H 8.826 -1.397 7.373 0.02 0.10 -0.13
H 8.494 2.060 5.636 -0.02 -0.14 0.01
H 7.357 3.364 5.257 -0.18 -0.07 0.15
H 7.573 2.068 4.115 -0.08 -0.18 0.03
H 7.228 1.641 7.820 0.04 0.10 0.05
H 5.460 1.570 7.702 0.02 0.01 -0.01
H 6.288 3.077 7.344 0.06 -0.02 -0.06
```
Positions in Å, forces in eV/Å.

Results
Structure (SMILES): CCO[C@]1([C@@H](Br)CC)N[C@@H](C(=O)[O-])[C@@](CON=O)(CC(=O)O)[N@H+](CCOCC(F)(F)C(F)(F)C(F)(F)C(F)F)[C@H]1[C@@H](Br)CC.CN(C)P(=O)(N(C)C)N(C)C.CN(C)P(=O)(N(C)C)N(C)C
HOMO energy, eV: -8.1
Orbital gap, eV: 7.132
LUMO, eV: -0.96
2S+1: 1

These are the Mulliken partial charges, in e, on atoms 1 to 99: atom 1 (C): -1.45, atom 2 (C): 1.13, atom 3 (O): -0.13, atom 4 (C): 0.06, atom 5 (C): -1.34, atom 6 (Br): 0.00, atom 7 (C): -0.42, atom 8 (C): -1.31, atom 9 (N): 0.29, atom 10 (C): -1.64, atom 11 (C): 0.01, atom 12 (O): -0.78, atom 13 (O): -0.60, atom 14 (C): 0.84, atom 15 (C): -1.82, atom 16 (O): -0.32, atom 17 (N): 0.07, atom 18 (O): -0.30, atom 19 (C): -0.22, atom 20 (C): -0.15, atom 21 (O): -0.52, atom 22 (O): -0.52, atom 23 (N): 2.06, atom 24 (C): -1.19, atom 25 (C): 0.08, atom 26 (O): -0.42, atom 27 (C): -1.08, atom 28 (C): 0.76, atom 29 (F): -0.29, atom 30 (F): -0.31, atom 31 (C): 0.50, atom 32 (F): -0.25, atom 33 (F): -0.30, atom 34 (C): 0.93, atom 35 (F): -0.19, atom 36 (F): -0.35, atom 37 (C): 0.04, atom 38 (F): -0.29, atom 39 (F): -0.28, atom 40 (C): -0.87, atom 41 (C): -0.93, atom 42 (Br): 0.00, atom 43 (C): -0.16, atom 44 (C): -1.14, atom 45 (H): 0.21, atom 46 (H): 0.24, atom 47 (H): 0.49, atom 48 (H): -0.58, atom 49 (H): 0.11, atom 50 (H): 1.14, atom 51 (H): 0.52, atom 52 (H): 0.38, atom 53 (H): 0.41, atom 54 (H): 0.31, atom 55 (H): 0.23, atom 56 (H): 0.60, atom 57 (H): 1.12, atom 58 (H): 0.50, atom 59 (H): 0.87, atom 60 (H): 0.21, atom 61 (H): 0.73, atom 62 (H): 0.38, atom 63 (H): 0.79, atom 64 (H): 0.53, atom 65 (H): 0.54, atom 66 (H): -0.26, atom 67 (H): 0.36, atom 68 (H): 0.24, atom 69 (H): 0.68, atom 70 (H): 0.28, atom 71 (H): 0.09, atom 72 (H): 0.46, atom 73 (H): 0.59, atom 74 (H): -0.09, atom 75 (H): 0.27, atom 76 (H): 0.30, atom 77 (H): 0.10, atom 78 (C): -1.16, atom 79 (N): 0.37, atom 80 (C): -1.19, atom 81 (P): 0.94, atom 82 (O): -0.96, atom 83 (N): 0.24, atom 84 (C): -1.16, atom 85 (C): -1.08, atom 86 (N): -0.06, atom 87 (C): -0.88, atom 88 (C): -1.20, atom 89 (H): 0.45, atom 90 (H): 0.29, atom 91 (H): 0.37, atom 92 (H): 0.28, atom 93 (H): 0.35, atom 94 (H): 0.45, atom 95 (H): 0.34, atom 96 (H): 0.42, atom 97 (H): 0.26, atom 98 (H): 0.52, atom 99 (H): -0.08